[1]
{"formula": "C3H4N4O", "method": "ωB97M-V with the def2-TZVPD basis set", "elements": ["C", "C", "N", "N", "N", "O", "C", "N", "H", "H", "H", "H"], "xyz": [[1.28043, -0.47423, 1.55623], [0.16253, -1.47209, 0.84787], [-0.34237, -0.50842, -0.03333], [-1.30751, -0.46469, -1.05744], [-1.24998, 0.58292, -1.59499], [-0.13150, 1.21720, -1.03781], [0.33460, 0.59621, -0.00436], [1.13358, 0.92755, 0.91838], [1.01215, -0.34390, 2.61965], [2.08967, -0.98939, 1.75389], [-0.88846, -1.73923, 1.46892], [0.53723, -2.32591, 0.43321]], "atomic_forces_ev_per_a": [[-6.526, 2.164, 1.304], [-3.697, 1.796, 4.224], [-2.148, -2.833, -2.580], [-0.124, -5.128, 3.518], [1.355, 2.804, -1.254], [0.254, 5.624, -2.395], [0.174, 1.729, -0.003], [1.762, -2.376, 0.118], [-0.637, 0.175, -0.271], [5.161, -1.924, -0.710], [3.324, 0.107, -0.698], [1.102, -2.137, -1.253]], "nbo_charge": [-0.23, -0.22, -0.29, 0.02, 0.14, -0.33, 0.62, -0.50, 0.20, 0.20, 0.19, 0.20], "smiles": "C1CN2N=NOC2=N1", "homo_energy_ev": -9.1090, "charge": 0, "lumo_ev": 0.77, "gap_ev": 9.9}

[2]
{"formula": "C3H4N4O", "method": "ωB97M-V with the def2-TZVPD basis set", "elements": ["N", "N", "N", "C", "C", "N", "C", "O", "H", "H", "H", "H"], "xyz": [[-1.59996, -0.55504, 1.43752], [-0.53297, -0.26476, 0.50177], [0.06206, 0.84624, 1.03312], [1.05881, 1.24664, 0.32862], [1.24262, 0.72940, -1.07831], [0.56763, -0.20843, -1.77631], [-0.27433, -0.86630, -0.82041], [-0.68733, -1.90949, -1.22801], [-1.12454, -1.53797, 1.88859], [-2.40699, -1.00554, 0.94730], [1.79105, 2.12482, 0.48675], [1.90395, 1.40043, -1.72062]], "atomic_forces_ev_per_a": [[1.697, -5.588, 0.197], [-0.776, 1.380, -0.137], [1.154, -0.745, -1.235], [1.526, 0.587, -2.848], [-0.296, 0.476, -2.280], [1.388, 3.519, 5.049], [0.508, 0.034, -1.042], [-1.668, -1.088, 1.653], [-2.033, 3.278, -0.886], [0.846, 0.696, -0.126], [-1.816, -1.443, 0.705], [-0.530, -1.105, 0.950]], "nbo_charge": [-0.59, -0.16, -0.13, -0.08, 0.06, -0.38, 0.69, -0.56, 0.35, 0.37, 0.23, 0.20], "smiles": "Nn1nccnc1=O", "homo_energy_ev": -9.6482, "charge": 0, "lumo_ev": -0.56, "gap_ev": 9.1}

[3]
{"formula": "C3H4N4O", "method": "ωB97M-V with the def2-TZVPD basis set", "elements": ["N", "C", "N", "C", "O", "N", "C", "N", "H", "H", "H", "H"], "xyz": [[2.05979, -0.08485, 0.59443], [0.82625, 0.16191, 0.11435], [0.37291, 1.29722, -0.25004], [-0.95338, 1.39998, -0.49100], [-1.40502, 2.50327, -0.91517], [-1.84651, 0.40875, -0.59549], [-1.36459, -0.72507, -0.19234], [-0.12835, -0.94417, 0.19270], [2.22898, 0.76988, 0.43999], [2.36911, -1.04093, 0.70144], [-2.18725, -1.59390, 0.14803], [0.02807, -2.15211, 0.25310]], "atomic_forces_ev_per_a": [[-4.580, -6.752, 0.240], [-3.653, -4.069, 0.552], [2.199, -0.742, 1.181], [-2.274, 6.325, -4.374], [1.557, -1.579, 1.687], [-0.254, -3.853, 1.499], [-5.320, -0.892, 0.909], [2.856, -4.660, 0.407], [5.954, 8.073, -0.452], [0.841, 1.000, -0.103], [2.377, 2.003, -1.593], [0.298, 5.145, 0.047]], "nbo_charge": [-0.80, 0.61, -0.55, 0.67, -0.58, -0.49, 0.31, -0.64, 0.42, 0.43, 0.19, 0.44], "smiles": "Nc1nc(=O)nc[nH]1", "homo_energy_ev": -9.0265, "charge": 0, "lumo_ev": -0.29, "gap_ev": 8.7}

[4]
{"formula": "C3H4N4O", "method": "ωB97M-V with the def2-TZVPD basis set", "elements": ["H", "N", "C", "N", "C", "O", "C", "N", "H", "N", "H", "H"], "xyz": [[-2.48144, -1.08959, 1.64017], [-2.28748, -0.26265, 0.93495], [-1.01472, -0.28334, 0.61326], [-0.04143, -1.04076, 1.33166], [1.12794, -0.88841, 0.89635], [1.63950, 0.22494, 0.04247], [0.75531, 0.73037, -0.81596], [1.29939, 1.02345, -1.92652], [0.78969, 1.49804, -2.65647], [-0.52196, 0.60049, -0.38035], [2.03945, -1.28723, 1.31759], [-1.30426, 0.77470, -0.99715]], "atomic_forces_ev_per_a": [[0.742, 2.251, -1.668], [2.332, -2.234, 0.222], [-1.752, 0.725, 1.976], [-0.043, -0.233, -1.782], [1.749, 3.208, 0.072], [-0.527, -3.195, 2.915], [1.070, -0.881, -2.453], [-0.415, 0.897, 0.443], [-0.616, -0.099, 0.188], [-2.729, -0.397, 0.375], [-0.220, -0.603, 0.030], [0.410, 0.561, -0.318]], "nbo_charge": [0.37, -0.66, 0.53, -0.48, 0.43, -0.48, 0.68, -0.71, 0.36, -0.65, 0.20, 0.43], "smiles": "[H]/N=c1\\nco/c(=N/[H])[nH]1", "homo_energy_ev": -9.7263, "charge": 0, "lumo_ev": -0.03, "gap_ev": 9.7}

[5]
{"formula": "C3H4N4O", "method": "ωB97M-V with the def2-TZVPD basis set", "elements": ["H", "N", "C", "N", "C", "O", "N", "C", "N", "H", "H", "H"], "xyz": [[-2.05733, -0.11564, -0.87774], [-1.91540, -0.88669, -0.22167], [-0.77937, -0.82383, 0.41286], [-0.43383, -1.49186, 1.49533], [0.83925, -1.06587, 1.77837], [1.27410, -0.14976, 0.96995], [0.28585, 0.10136, 0.03906], [0.50451, 1.02353, -0.96351], [-0.45073, 1.26753, -1.84246], [-0.24210, 2.00089, -2.51397], [1.48212, -1.40207, 2.64351], [1.49293, 1.54239, -0.91974]], "atomic_forces_ev_per_a": [[0.588, -0.419, -0.089], [1.459, 0.116, 1.510], [-3.682, 2.534, -4.575], [5.280, -0.513, 3.164], [-4.441, -2.350, 0.354], [2.477, 1.625, -0.418], [-0.797, -1.090, 0.609], [-1.644, 1.170, -1.981], [1.807, -0.949, 2.379], [0.509, -0.131, 0.265], [-0.824, 0.599, -1.342], [-0.733, -0.593, 0.123]], "nbo_charge": [0.37, -0.68, 0.48, -0.47, 0.39, -0.28, -0.16, 0.25, -0.69, 0.36, 0.23, 0.19], "smiles": "[H]/N=c1/ncon1/C=N/[H]", "homo_energy_ev": -8.8086, "charge": 0, "lumo_ev": 0.09, "gap_ev": 8.9}

[6]
{"formula": "C3H4N4O2", "method": "ωB97M-V with the def2-TZVPD basis set", "elements": ["C", "C", "C", "N", "N", "N", "N", "O", "O", "H", "H", "H", "H"], "xyz": [[-0.94832, -1.31307, -0.04106], [-0.71554, 1.23191, 0.00818], [-1.65805, 0.03402, -0.12113], [0.13278, -1.60823, 0.42502], [0.53493, 1.26760, 0.25533], [1.28283, 0.25305, 0.44388], [2.54617, 0.07814, 0.04114], [2.87289, -1.06995, -0.17623], [3.27121, 1.09555, 0.04622], [-1.66613, -2.18312, -0.27408], [-1.15107, 2.28664, -0.05021], [-2.12174, 0.06971, -1.17930], [-2.37997, -0.14224, 0.62226]], "atomic_forces_ev_per_a": [[-2.863, -0.412, -0.693], [-1.465, 1.515, 0.774], [2.233, -0.059, -3.154], [2.573, -0.020, 0.307], [0.428, 0.837, -1.380], [-2.648, -2.517, 1.978], [2.272, 1.488, -0.566], [0.041, 0.756, -0.013], [-1.011, -1.632, -0.226], [1.011, 0.825, 0.219], [0.382, -1.708, -0.027], [0.301, 0.129, 1.802], [-1.256, 0.799, 0.978]], "nbo_charge": [0.00, 0.06, -0.51, -0.16, -0.15, -0.02, 0.59, -0.34, -0.39, 0.21, 0.21, 0.25, 0.26], "homo_energy_ev": [-9.4541, -9.6512], "charge": 0, "lumo_ev": [-1.46, -0.86], "gap_ev": [8.0, 8.8]}

Energy above the lowest of the compared OMol25 structures with the same formula, charge and spin (kcal per mole)
128.3 91.4 76.2 38.8 78.8 196.8